A 2-piece molecular cluster, C10H7F4O3S2 overall in a non-equilibrium geometry. Source: the OMol25 dataset; level of theory: ωB97M-V/def2-TZVPD.

Atoms and positions in Å:
F1 -1.536 1.012 3.109
C1 -0.379 0.335 3.099
C2 -0.382 -1.002 2.962
F2 -1.541 -1.664 2.845
C3 0.865 -1.748 2.902
O1 0.863 -2.954 2.814
C4 2.116 -1.006 2.946
F3 3.271 -1.670 2.808
C5 2.119 0.332 3.086
F4 3.280 1.003 3.087
C6 0.872 1.073 3.204
O2 0.875 2.268 3.376
C7 -0.667 -0.304 -4.244
C8 -0.576 0.066 -2.770
C9 -1.767 -0.455 -1.977
O3 -0.491 1.499 -2.630
C10 0.103 1.935 -1.490
S1 0.084 3.592 -1.206
S2 0.855 0.946 -0.361
H1 -0.721 -1.383 -4.383
H2 -1.558 0.138 -4.687
H3 0.194 0.069 -4.798
H4 0.359 -0.350 -2.359
H5 -1.845 -1.542 -2.026
H6 -1.706 -0.157 -0.930
H7 -2.687 -0.032 -2.378

The value obtained for the energy above the lowest of the compared OMol25 structures with the same formula, charge and spin is 0.000 eV. For the HOMO energy, the calculation gives -3.4 eV. Its charge is -1. The value obtained for the LUMO energy is 0.5 eV. The value obtained for the HOMO-LUMO gap is 3.88 eV.